The following is a quantum chemistry calculation of a 6-piece molecular cluster, C33H69FIN2O8P2 overall, from the OMol25 dataset.

Last columns: bonded neighbours and bond lengths (Å).
Geometry (Å):
1 I -2.07382 3.04790 -1.92848  C21 2.130
2 P -1.70715 -4.16414 -1.72808  N13 1.820, C22 1.825, C27 1.830
3 P 1.08202 -2.85320 -1.72335  C25 1.841, C31 1.847, C35 1.833
4 F -4.71043 -4.09718 2.31095  C34 1.372
5 O 0.64092 1.03912 -5.31331  C38 1.430, H96 0.964
6 O -0.02243 0.12025 3.27399  C46 1.177
7 O -3.12626 1.07007 -0.03617  C21 1.177
8 O -5.63021 0.74978 5.46161  C45 1.429, H88 0.964
9 O -1.27846 1.45467 2.02040  C43 1.430, C46 1.358
10 O 0.77574 4.45643 -5.01693  C18 1.435, H92 0.964
11 O 3.95876 -2.60906 3.11095  C19 1.433, H53 0.963
12 O 0.47929 5.52323 0.78714  C37 1.429, H98 0.963
13 N -1.40762 -2.85992 -0.49519  P2 1.820, C16 1.362, C31 1.395
14 N -3.33626 -1.71539 3.51249  C24 1.475, H76 1.013, H116 1.010
15 C -3.72578 -3.15743 0.34016  C16 1.497, C34 1.545, H64 1.080, H106 1.082
16 C -2.39444 -2.47353 0.35958  N13 1.362, C15 1.497, C44 1.412
17 C -6.42143 -1.38321 6.25114  C45 1.518, H57 1.090, H91 1.091, H101 1.094
18 C 0.59887 5.87702 -4.91441  O10 1.435, C32 1.518, C41 1.520, H54 1.090
19 C 5.27364 -2.37228 3.62856  O11 1.433, C29 1.520, C39 1.520, H112 1.091
20 C 3.29934 -3.45860 0.08097  C35 1.526, H72 1.090, H87 1.084, H109 1.080
21 C -2.21742 1.79770 -0.21020  I1 2.130, O7 1.177, C43 1.509
22 C -3.09229 -3.59579 -2.77249  P2 1.825, H49 1.092, H85 1.085, H107 1.081
23 C 0.10358 -1.27781 0.48314  C31 1.399, C33 1.404, C40 1.501
24 C -3.25889 -0.95066 2.25382  N14 1.475, C44 1.519, H69 1.077, H90 1.081
25 C 1.80028 -1.50726 -2.75462  P3 1.841, C42 1.537, H95 1.086, H104 1.086
26 C 0.95424 1.20450 -7.70775  C38 1.521, H50 1.094, H94 1.090, H105 1.090
27 C -2.17442 -5.70782 -0.86316  P2 1.830, H67 1.086, H89 1.086, H110 1.083
28 C 2.29201 6.43035 2.11085  C37 1.520, H68 1.094, H80 1.090, H114 1.090
29 C 5.20070 -2.02480 5.10644  C19 1.520, H48 1.093, H58 1.090, H86 1.090
30 C -4.80956 -0.01266 7.60654  C45 1.521, H66 1.090, H70 1.091, H97 1.094
31 C -0.14163 -2.27464 -0.46700  P3 1.847, N13 1.395, C23 1.399
32 C -0.76945 6.17090 -4.32597  C18 1.518, H55 1.090, H99 1.091, H113 1.094
33 C -0.92916 -0.84135 1.32798  C23 1.404, C44 1.392, C46 1.504
34 C -3.81950 -4.36287 1.30149  F4 1.372, C15 1.545, H73 1.083, H100 1.088
35 C 2.31487 -3.97616 -0.96355  P3 1.833, C20 1.526, H60 1.085, H111 1.089
36 C 2.50459 4.21110 0.94561  C37 1.522, H51 1.095, H77 1.092, H83 1.090
37 C 1.90212 5.60790 0.89350  O12 1.429, C28 1.520, C36 1.522, H108 1.090
38 C 1.47482 0.62960 -6.39985  O5 1.430, C26 1.521, C47 1.521, H62 1.091
39 C 6.15864 -3.58345 3.38106  C19 1.520, H52 1.090, H63 1.091, H78 1.093
40 C 1.44618 -0.61463 0.58083  C23 1.501, H56 1.076, H74 1.086, H102 1.082
41 C 0.77456 6.51660 -6.28197  C18 1.520, H61 1.090, H75 1.090, H84 1.094
42 C 2.84603 -0.50712 -2.23611  C25 1.537, H79 1.084, H81 1.083, H82 1.085
43 C -1.01936 1.93000 0.69688  O9 1.430, C21 1.509, H59 1.084, H115 1.086
44 C -2.19069 -1.42743 1.28514  C16 1.412, C24 1.519, C33 1.392
45 C -5.98126 0.01781 6.63712  O8 1.429, C17 1.518, C30 1.521, H103 1.090
46 C -0.67193 0.27286 2.30420  O6 1.177, O9 1.358, C33 1.504
47 C 2.91405 1.04745 -6.14014  C38 1.521, H65 1.091, H71 1.093, H93 1.091
48 H 4.77132 -2.85599 5.67229  C29 1.093
49 H -3.99539 -4.15564 -2.52220  C22 1.092
50 H 0.97213 2.29782 -7.67491  C26 1.094
51 H 2.14036 3.67381 1.82762  C36 1.095
52 H 7.17411 -3.41117 3.73770  C39 1.090
53 H 3.59023 -3.35958 3.58933  O11 0.963
54 H 1.37704 6.23855 -4.24218  C18 1.090
55 H -0.94964 7.24093 -4.22317  C32 1.090
56 H 2.24730 -1.22858 0.20828  C40 1.076
57 H -7.25692 -1.34398 5.55177  C17 1.090
58 H 4.56221 -1.15557 5.26505  C29 1.090
59 H -0.17688 1.41772 0.24588  C43 1.084
60 H 2.81708 -4.46030 -1.79472  C35 1.085
61 H 0.66700 7.60009 -6.22872  C41 1.090
62 H 1.40988 -0.45926 -6.43046  C38 1.091
63 H 6.19981 -3.81822 2.31668  C39 1.091
64 H -4.49871 -2.47302 0.65680  C15 1.080
65 H 3.57438 0.71585 -6.94233  C47 1.091
66 H -4.50215 1.00028 7.86682  C30 1.090
67 H -1.67700 -5.73763 0.10148  C27 1.086
68 H 1.92303 5.95704 3.02506  C28 1.094
69 H -3.03957 0.06460 2.53687  C24 1.077
70 H -5.06581 -0.54505 8.52330  C30 1.091
71 H 2.98461 2.13528 -6.05998  C47 1.093
72 H 3.83118 -4.31756 0.48924  C20 1.090
73 H -4.18149 -5.23239 0.76704  C34 1.083
74 H 1.42170 0.32475 0.03593  C40 1.086
75 H 1.75845 6.28427 -6.68948  C41 1.090
76 H -2.50540 -1.49894 4.05032  N14 1.013
77 H 2.21383 3.63811 0.06247  C36 1.092
78 H 5.75706 -4.46028 3.89639  C39 1.093
79 H 2.34377 0.33696 -1.77644  C42 1.084
80 H 3.37464 6.53304 2.18981  C28 1.090
81 H 3.52605 -0.92522 -1.50486  C42 1.083
82 H 3.41189 -0.08450 -3.05981  C42 1.085
83 H 3.59316 4.24786 0.99245  C36 1.090
84 H 0.02836 6.13060 -6.98218  C41 1.094
85 H -3.34137 -2.55019 -2.62581  C22 1.085
86 H 6.18949 -1.80864 5.51122  C29 1.090
87 H 4.06513 -2.80645 -0.32267  C20 1.084
88 H -4.90034 0.27892 5.04307  O8 0.964
89 H -3.23844 -5.91080 -0.78673  C27 1.086
90 H -4.23663 -0.89777 1.79616  C24 1.081
91 H -6.72445 -1.97133 7.11859  C17 1.091
92 H 0.08611 4.14976 -5.61739  O10 0.964
93 H 3.27089 0.62651 -5.19904  C47 1.091
94 H -0.07783 0.89677 -7.87773  C26 1.090
95 H 0.95556 -0.95708 -3.15868  C25 1.086
96 H 0.68337 2.00137 -5.27336  O5 0.964
97 H -3.95035 -0.51037 7.14704  C30 1.094
98 H 0.15665 5.08518 1.58216  O12 0.963
99 H -0.87335 5.70764 -3.34332  C32 1.091
100 H -2.84435 -4.62904 1.70500  C34 1.088
101 H -5.59887 -1.90202 5.75038  C17 1.094
102 H 1.68336 -0.36480 1.60687  C40 1.082
103 H -6.81327 0.55635 7.09150  C45 1.090
104 H 2.24349 -2.04740 -3.58602  C25 1.086
105 H 1.55860 0.87785 -8.55438  C26 1.090
106 H -4.00669 -3.48539 -0.65186  C15 1.082
107 H -2.86580 -3.80282 -3.80863  C22 1.081
108 H 2.23642 6.11435 -0.01208  C37 1.090
109 H 2.80550 -3.01351 0.93195  C20 1.080
110 H -1.73074 -6.49236 -1.46426  C27 1.083
111 H 1.72657 -4.76295 -0.49314  C35 1.089
112 H 5.66058 -1.51808 3.07184  C19 1.091
113 H -1.54658 5.75376 -4.97385  C32 1.094
114 H 1.85123 7.42524 2.05602  C28 1.090
115 H -0.76525 2.98363 0.75912  C43 1.086
116 H -3.36566 -2.70790 3.32710  N14 1.010

Properties
2S+1 = 1
Net charge = +1
Calculated total energy = -84088.4379 eV